# C5H10N2

A cluster of 2 separate species, C5H10N2 in total (ωB97M-V/def2-TZVPD, the Open Molecules 2025 dataset).

Calculated values
- SMILES = C=C1N[C@H]1[C@H]1CN1.[H][H]
- E_HOMO (eV) = -9.0
- energy relative to the best compared isomer or geometry (same formula, charge and spin) (eV) = 4.070

Geometry as XYZ:
```
17
Properties=species:S:1:pos:R:3:forces:R:3
C -2.075703 0.154405 0.564501 0.1 0.0 -0.1
H 2.173418 1.360659 0.285876 0.0 -0.2 0.1
H 0.262875 -1.129990 -1.504098 0.0 0.1 0.2
C 1.299391 -0.671277 0.382623 0.0 -0.1 -0.2
H 3.264126 0.126048 1.080364 -0.1 0.0 -0.1
C -1.017759 0.153381 -0.226655 -0.1 -0.1 0.2
H 0.419255 0.612230 1.705984 0.1 -0.1 0.0
C 0.235062 -0.437286 -0.663252 0.1 -0.2 0.1
H 1.629711 -1.708736 0.417301 0.0 0.2 0.0
N -0.219676 0.920510 -1.069444 0.0 0.2 0.1
H 0.248610 1.708540 -0.627966 0.0 -0.1 0.0
H -2.459803 -0.834602 -1.955785 0.0 0.0 -0.2
H -2.707879 1.030280 0.667668 0.1 -0.1 0.0
H -2.330204 -0.742113 1.119830 0.0 0.1 -0.1
H -2.179209 -0.893533 -2.643118 -0.1 0.0 0.0
C 2.254629 0.390163 0.775858 0.3 0.1 -0.1
N 1.203151 -0.038686 1.690305 -0.2 0.1 0.1
```
Forces are in eV/Å.

# C5H10N2

The molecule C5H10N2 (ωB97M-V/def2-TZVPD, the Open Molecules 2025 dataset).

Calculated values
- SMILES = C=N/C=C/CCN
- E_HOMO (eV) = -8.6
- energy relative to the best compared isomer or geometry (same formula, charge and spin) (eV) = 1.901

Geometry as XYZ:
```
17
Properties=species:S:1:pos:R:3:forces:R:3
C -0.799604 0.632261 -0.325377 -0.3 -0.9 -0.1
H 0.064296 -1.439407 1.990530 -0.4 -0.4 0.0
H 1.896545 -2.142846 0.711581 -0.1 0.2 0.3
H 1.183013 -1.652289 -0.759327 0.1 0.3 0.1
C -0.130449 -1.430885 0.908483 0.7 1.3 0.9
H -1.476864 1.791417 -2.409325 -0.1 -0.1 -0.3
C -1.714514 2.341341 -1.500829 0.3 -0.1 0.6
N -1.353767 1.917406 -0.358732 -1.0 0.0 -0.4
H -1.594033 0.223435 1.508208 0.2 -0.3 0.3
N 1.948242 -0.033554 0.275476 -0.6 0.2 1.0
C -0.984205 -0.188115 0.710770 0.6 0.6 -0.4
H 2.875972 -0.088222 -0.102033 0.3 -0.2 -0.2
C 1.291050 -1.327416 0.289977 -0.4 -1.3 -1.6
H -0.583811 -2.379954 0.631223 0.0 0.0 0.0
H -2.294539 3.253296 -1.565325 0.2 0.2 -0.1
H 2.035264 0.302707 1.234126 0.0 0.1 -0.3
H -0.362597 0.220825 -1.239426 0.4 0.4 0.1
```
Forces are in eV/Å.

The records above yield HOMO-LUMO gap values of 10.08, 9.63 eV, respectively.
The records above yield calculated total energy values of -305.87427, -305.95401 Ha, respectively.